No. 1
C48H57ClN10S2Y | ωB97M-V/def2-TZVPD

F_max in eV/A: 0.4
HOMO in eV: -8.68
Frontier orbital gap in eV: 6.4
Charge: +1
Energy in a.u.: -3705.6850
Lowest unoccupied orbital energy in eV: -2.3
Energy above the lowest of the compared OMol25 structures with the same formula, charge and spin in kcal/mol: 24.02

Each line ends with the Mulliken charge.
CARTESIAN COORDINATES (ANGSTROEM)
1 C -0.7660 -1.1567 4.6175  -0.13
2 H 2.5210 -4.2032 1.1997  0.42
3 C -0.6963 2.7126 -1.2520  -0.33
4 H 3.7659 1.6718 -0.4856  0.54
5 C 4.6900 -1.7197 -5.3817  -0.67
6 H -0.0134 -1.4510 -6.2428  0.60
7 C 2.6064 -1.1772 -6.4431  -0.55
8 H -8.2592 5.5536 -0.3803  0.40
9 C -0.5164 1.2844 5.8741  -1.02
10 C 2.6233 -1.8464 -4.1477  -0.42
11 H -1.1195 -3.0012 -2.7413  0.78
12 H -3.1443 -0.8201 -1.4482  0.24
13 C 3.0470 1.3655 0.2770  -0.69
14 H -8.7230 3.6123 -1.8462  0.39
15 H 2.6064 2.2598 0.7280  0.26
16 H -0.7689 4.7142 -2.0144  0.47
17 H -4.2503 -2.8610 -0.6031  0.57
18 N -4.2552 3.8099 0.9255  0.00
19 C -6.3684 4.7950 0.2794  -0.71
20 H 4.8294 2.2116 1.8949  0.36
21 Cl 1.1176 0.3256 7.8132  -0.25
22 C -0.7768 -5.0411 -2.1704  -1.15
23 H 5.0461 -2.8045 2.2764  0.42
24 C 1.1117 -3.9774 -0.4008  1.27
25 H -7.0788 1.7746 -2.0085  0.41
26 C -2.1376 3.1650 1.9002  1.32
27 C -2.2067 4.2448 2.7784  -1.07
28 C 2.1731 -3.4371 0.5065  -0.57
29 C 3.9842 -1.3085 -6.5025  -0.69
30 C -7.5472 4.7432 -0.4545  -0.60
31 C 1.8959 -1.4505 -5.2773  1.40
32 N 0.4824 -1.6855 -1.1545  1.92
33 H 5.2884 -1.3459 1.3043  0.39
34 C -7.8067 3.6588 -1.2736  -0.74
35 H 5.7652 -1.8333 -5.4210  0.41
36 H 2.2082 0.0844 -3.1791  -0.64
37 C -6.8847 2.6236 -1.3639  -0.56
38 C -1.0841 4.6356 3.4931  -1.12
39 H -3.6697 -0.7038 0.0776  0.26
40 H 4.5054 -1.0971 -7.4270  0.41
41 H -2.9410 -4.1388 1.1028  0.53
42 C 0.7065 3.5156 -3.0109  -1.15
43 H -2.6014 -3.1063 -1.1589  -0.02
44 H -0.0497 -2.0348 -4.5744  -0.04
45 C 3.0461 -0.3161 2.0367  -0.37
46 H 2.5927 2.9657 -4.6437  0.44
47 C 4.0076 -1.9776 -4.2055  -0.78
48 H 5.7804 1.0414 0.9648  0.32
49 H 2.1245 -1.7140 3.9690  0.01
50 C 0.0436 2.8253 2.4572  -0.48
51 C 0.4017 -1.3053 -5.2466  -1.10
52 H 4.5400 -2.2837 -3.3125  0.49
53 H -0.4355 2.2378 6.3817  0.46
54 C 2.3847 2.0397 -4.1117  -1.21
55 C 0.1368 0.1782 6.3837  0.19
56 H 5.8267 -1.3948 2.9980  0.35
57 H -2.6680 -1.1351 2.7808  0.43
58 N -2.9646 -1.1535 -0.5056  -0.45
59 C 3.1672 -1.9794 3.8387  -0.78
60 H -1.8224 2.0296 4.3704  0.55
61 H -1.4645 2.9559 -0.5391  0.76
62 C 1.2840 2.2623 -3.1041  1.32
63 H 1.0457 4.3095 -3.6654  0.39
64 C -0.5769 -3.6756 -2.0880  -0.30
65 H 2.0597 -0.8666 -7.3258  0.45
66 C -3.2977 2.8380 1.0063  -0.40
67 H 2.1236 1.2872 -4.8622  0.18
68 H 1.7746 -2.5948 1.0657  -0.40
69 C 0.8200 1.2397 -2.2462  -0.39
70 H 5.3251 0.6977 2.6452  0.44
71 C -0.0081 -1.0556 5.7684  -0.80
72 C -5.4500 3.7624 0.1891  -0.50
73 C 0.8918 -5.3527 -0.4860  -0.62
74 H -1.4933 -5.4424 -2.8761  0.49
75 H 3.2537 -3.0541 3.6699  0.36
76 H -1.1317 5.4760 4.1722  0.42
77 H -0.1977 -6.9609 -1.3890  0.41
78 C -2.7891 -3.0643 0.9838  -0.76
79 C -0.0466 -5.8903 -1.3488  -0.94
80 H -2.9165 0.5933 2.6827  0.58
81 H -3.1190 4.7956 2.9508  0.54
82 C -1.2866 1.1594 4.7289  0.06
83 H 0.9357 2.2280 2.3289  -0.05
84 N 1.4949 0.0095 -2.4728  0.99
85 H -3.4253 -2.5669 1.7158  0.35
86 C -2.1426 -0.1764 2.7609  -1.42
87 H 0.9971 4.1736 3.8154  0.54
88 H 2.2592 0.7933 -0.1881  -0.27
89 H -0.7813 -3.3122 0.7388  0.02
90 C 5.0515 -1.7135 2.2977  -1.31
91 C -5.7108 2.6808 -0.6362  1.10
92 C -1.4142 -0.0519 4.0360  0.25
93 H 3.0357 -3.0806 -0.0666  0.30
94 H 0.4659 -1.9293 6.1987  0.50
95 N -1.0256 2.4195 1.7809  1.47
96 N -3.2869 1.7368 0.3455  0.41
97 N 3.7453 0.5482 1.2568  0.25
98 H 1.4792 -6.0106 0.1441  0.44
99 H 0.1048 -0.3109 -4.9003  0.16
100 H 3.7182 -1.7242 4.7470  0.38
101 C -0.3026 3.7383 -2.0883  -1.49
102 H -0.8628 -2.1348 4.1568  0.16
103 H -4.0964 4.6638 1.4227  0.08
104 N 1.9670 -2.1518 -2.9214  0.54
105 C -3.2058 -2.6083 -0.4102  -0.51
106 N 3.7286 -1.2628 2.7019  0.45
107 S -4.5189 1.3863 -0.7889  -0.20
108 C 0.3380 -3.1174 -1.1894  -1.99
109 Y -0.9442 -0.1466 0.5133  0.31
110 H -6.1621 5.6413 0.9252  0.41
111 H 3.3245 1.7234 -3.6437  0.28
112 N -1.3887 -2.6586 1.2224  -0.13
113 H 1.9920 -3.1116 -2.6209  0.32
114 H -1.1630 -2.7316 2.2079  0.16
115 C 1.2549 -1.2729 -2.1400  -0.65
116 S 1.3521 -0.1844 2.2176  0.34
117 C 0.0791 3.9240 3.3022  -1.08
118 C 4.9954 1.1465 1.7156  -1.25
119 C -0.1592 1.4053 -1.2578  1.11



No. 2
C3H5NO2 | ωB97M-V/def2-TZVPD

F_max in eV/A: 1.3
HOMO in eV: -10.35
Frontier orbital gap in eV: 11.2
Charge: 0
SMILES string: CC#N.O=CO
Energy in a.u.: -322.5428
Lowest unoccupied orbital energy in eV: 0.8
Energy above the lowest of the compared OMol25 structures with the same formula, charge and spin in kcal/mol: 19.78

Each line ends with the Mulliken charge.
CARTESIAN COORDINATES (ANGSTROEM)
1 O 0.9945 -0.7968 0.0136  -0.54
2 N -0.6392 1.4964 -0.5399  -0.63
3 O 1.7738 0.9127 -1.2633  -0.49
4 H -0.9979 -0.6032 1.8485  0.28
5 H 0.8686 1.3019 -1.1147  0.44
6 H -1.6276 -1.3974 0.3905  0.28
7 H 2.8172 -0.7379 -0.8288  0.37
8 C 1.8477 -0.2563 -0.6586  0.15
9 C -1.5556 -0.4455 0.9226  -0.91
10 C -0.9271 0.5774 0.1013  0.71
11 H -2.5543 -0.0512 1.1288  0.34